<A>
11
Properties=species:S:1:pos:R:3 method="wB97M-V/def2-TZVPD" gap_ev=10.50 total_charge=0
C -0.035 -1.657 0.747
C 0.114 1.589 -0.511
C -0.500 0.833 -1.573
H 1.020 -0.242 2.389
H 0.401 2.653 -0.405
H -0.897 1.150 -2.498
N -0.105 -0.405 -0.010
N 0.378 0.743 0.457
N -0.617 -0.415 -1.216
O -0.450 -2.689 0.263
S 0.690 -1.559 2.356



<B>
11
Properties=species:S:1:pos:R:3 method="wB97M-V/def2-TZVPD" gap_ev=7.62 total_charge=0
C -0.155 0.238 0.590
C -0.052 0.312 -0.733
C 0.382 -0.712 -1.526
H -0.573 0.878 2.427
H -0.722 2.157 1.362
H -0.039 1.333 -1.228
N -0.570 1.164 1.488
N 0.251 -1.982 0.460
N 0.141 -0.980 1.213
O 0.366 -1.885 -0.928
S 0.971 -0.522 -3.124



Energy ordering: <A> at the bottom, the next structure 48.9 kcal/mol above.



<A>
7
Properties=species:S:1:pos:R:3 method="wB97M-V/def2-TZVPD" gap_ev=9.24 total_charge=0
C -0.182 0.819 -1.277
C 0.073 -0.107 -0.015
C 0.879 -0.078 1.244
H 0.591 1.820 -1.552
N 1.185 -0.079 2.525
O -1.079 0.380 -2.078
O -0.609 -1.015 0.098



<B>
7
Properties=species:S:1:pos:R:3 method="wB97M-V/def2-TZVPD" gap_ev=8.60 total_charge=0
C -0.923 -0.441 0.116
C 0.058 0.634 0.241
C 1.383 0.151 -0.037
H -2.168 -0.179 0.413
N 2.464 -0.366 -0.076
O -0.514 -1.605 -0.319
O -0.301 1.805 -0.337



<C>
7
Properties=species:S:1:pos:R:3 method="wB97M-V/def2-TZVPD" gap_ev=9.66 total_charge=0
O 0.722 0.515 -1.728
C 0.881 -0.116 -0.719
C -0.324 -0.439 0.176
O -0.769 -1.556 0.225
C -0.940 0.680 0.917
N -1.389 1.545 1.539
H 1.855 -0.549 -0.427



Energy ordering: <C> at the bottom, the next structure 54.1 kcal/mol above.



<A>
16
Properties=species:S:1:pos:R:3 method="wB97M-V/def2-TZVPD" gap_ev="6.75 / 6.75" s2=2.011 spin_multiplicity=3 total_charge=0
C -0.760 -0.205 -0.578
C -1.651 0.831 -2.336
C 0.382 -0.293 0.069
C -2.842 0.881 -1.288
C 0.398 -0.719 1.550
C 1.680 0.283 -0.526
O -1.363 1.278 -3.409
S -2.458 -0.522 -0.194
H -2.700 1.637 -0.639
H -3.853 1.045 -1.756
H 1.437 -0.595 1.833
H -0.298 -0.082 2.185
H -0.083 -1.659 1.569
H 2.555 -0.330 -0.278
H 1.536 0.400 -1.555
H 1.826 1.256 -0.096



<B>
16
Properties=species:S:1:pos:R:3 method="wB97M-V/def2-TZVPD" gap_ev="5.59 / 6.46" s2=2.011 spin_multiplicity=3 total_charge=0
C -0.417 0.379 -0.024
C -1.665 0.091 1.160
C 0.474 -0.354 -0.623
C -1.773 1.518 1.537
C 1.665 0.323 -1.303
C 0.634 -1.768 -0.646
O -2.205 -0.900 1.510
S -0.532 2.140 0.357
H -2.651 2.028 1.669
H -1.308 1.650 2.562
H 1.720 0.373 -2.432
H 1.679 1.300 -0.910
H 2.444 -0.233 -0.846
H -0.056 -2.260 0.079
H 0.304 -2.007 -1.602
H 1.687 -2.280 -0.489



Energy ordering: <B> at the bottom, the next structure 9.7 kcal/mol above.



<A>
12
Properties=species:S:1:pos:R:3 method="wB97M-V/def2-TZVPD" gap_ev="6.93 / 7.81" total_charge=+1
C 0.336 0.568 0.282
C -1.144 -1.361 -0.272
N 1.452 -0.045 0.091
N 0.025 2.752 1.524
O -0.799 0.110 0.097
I 1.335 4.107 1.262
H -0.922 -1.994 0.553
H -0.468 -1.720 -1.177
H -2.144 -1.129 -0.426
H 2.335 0.293 0.446
H 1.472 -1.005 -0.036
H -0.770 3.005 0.913



<B>
12
Properties=species:S:1:pos:R:3 method="wB97M-V/def2-TZVPD" gap_ev=9.16 total_charge=+1
C 0.539 -0.246 0.306
C 2.603 -1.411 -0.049
N -0.213 0.604 0.529
N -2.467 1.427 -0.131
O 1.155 -1.238 -0.037
I -3.952 -0.095 -0.067
H 2.715 -2.049 -0.866
H 3.087 -1.550 0.999
H 2.915 -0.370 -0.481
H -2.382 1.663 -1.146
H -2.736 2.174 0.493
H -1.265 1.092 0.449



Energy ordering: <B> at the bottom, the next structure 59.7 kcal/mol above.



<A>
9
Properties=species:S:1:pos:R:3 method="wB97M-V/def2-TZVPD" gap_ev=10.48 total_charge=0
S -1.721 1.897 -2.863
H -0.739 0.969 -3.055
H -1.258 2.945 -2.117
C 0.210 -0.801 0.871
N 0.851 -0.931 2.098
O -0.178 -1.673 0.136
H 0.433 0.150 0.329
H 1.813 -0.678 2.219
H 0.589 -1.878 2.383



<B>
9
Properties=species:S:1:pos:R:3 method="wB97M-V/def2-TZVPD" gap_ev=10.19 total_charge=0
S 3.745 -0.170 -0.051
H 2.660 -0.801 -0.540
H 2.935 0.902 0.145
C -0.921 -0.074 -0.019
N -2.224 0.115 0.331
O -0.122 0.814 -0.174
H -0.634 -1.129 -0.111
H -2.621 1.023 0.228
H -2.819 -0.681 0.191



<C>
9
Properties=species:S:1:pos:R:3 method="wB97M-V/def2-TZVPD" gap_ev="8.13 / 9.47" total_charge=0
C 0.491 -0.396 -1.210
N -0.159 -0.283 2.060
O -0.784 1.848 -0.661
S 0.401 1.136 -0.212
H -0.472 -0.578 -1.672
H 0.775 -1.210 -0.558
H 1.252 -0.267 -1.975
H -0.537 0.529 2.547
H -0.967 -0.779 1.683



Energy ordering: <B> at the bottom, the next structure 22.0 kcal/mol above.



<A>
16
Properties=species:S:1:pos:R:3 method="wB97M-V/def2-TZVPD" gap_ev=10.02 total_charge=0
C -0.528 1.505 -1.953
C 0.047 -0.078 -0.261
C 0.600 -0.512 1.065
C -0.041 -1.651 1.712
H -0.171 1.721 -2.952
H -1.318 0.724 -1.978
H -1.084 2.459 -1.728
H 0.797 1.807 -0.341
H -1.093 -0.067 -0.161
H 0.161 -0.976 -0.944
H 0.488 0.416 1.751
H -1.038 -1.287 2.007
H 0.490 -2.017 2.569
H -0.253 -2.572 1.164
N 0.535 1.074 -1.024
Cl 2.408 -0.547 1.075



<B>
16
Properties=species:S:1:pos:R:3 method="wB97M-V/def2-TZVPD" gap_ev=10.73 total_charge=0
C -2.625 -0.272 -0.362
C -1.376 -0.638 0.463
C 0.005 -0.236 -0.151
C 1.037 -1.147 0.333
H -2.769 0.815 -0.585
H -2.777 -0.778 -1.273
H -3.569 -0.412 0.169
H -1.436 -1.694 0.390
H -1.399 -0.195 1.513
H 0.034 -0.477 -1.180
H 1.013 -1.138 1.460
H 0.574 -2.054 0.025
H 2.030 -0.492 -1.245
H 2.693 -0.065 0.087
N 2.293 -0.894 -0.347
Cl 0.430 1.559 0.081



Energy ordering: <B> at the bottom, the next structure 5.3 kcal/mol above.



<A>
22
Properties=species:S:1:pos:R:3 method="wB97M-V/def2-TZVPD" gap_ev=8.39 total_charge=0
C -1.348 -0.067 0.564
C -0.505 0.020 1.555
C 2.522 2.259 0.258
C 0.436 1.236 1.529
C 1.384 1.124 0.339
N -0.321 -2.516 -1.330
N -2.837 -1.957 -1.962
Si -1.252 -1.153 -1.854
H -2.199 -0.782 0.412
H -1.410 0.891 0.036
H -0.268 -0.866 2.209
H 1.978 3.154 -0.012
H 3.296 2.014 -0.507
H 2.809 2.283 1.328
H -0.192 2.057 1.293
H 1.005 1.195 2.503
H 1.966 0.236 0.434
H 0.779 1.122 -0.599
H -0.462 -2.888 -0.406
H 0.671 -2.650 -1.448
H -2.878 -2.018 -2.958
H -3.176 -2.694 -1.384



<B>
22
Properties=species:S:1:pos:R:3 method="wB97M-V/def2-TZVPD" gap_ev="8.29 / 6.80" total_charge=0
C 0.329 -1.524 -0.781
C -0.384 -1.147 0.256
C 0.737 -3.983 -0.090
C -2.069 3.068 -0.039
C 0.900 -2.992 -1.175
N 1.034 2.312 -0.359
N 0.085 3.208 2.080
Si -0.451 2.388 0.665
H 0.780 -0.852 -1.490
H -1.024 -1.482 1.036
H 0.793 -5.021 -0.520
H -0.288 -3.774 0.365
H 1.550 -4.098 0.716
H -2.356 4.135 -0.216
H -2.220 2.611 -1.022
H -3.020 2.693 0.407
H 1.953 -2.836 -1.533
H 0.527 -3.318 -2.144
H 0.730 1.795 -1.237
H 1.673 1.759 0.135
H 0.134 4.270 2.023
H 0.587 2.787 2.925



Energy ordering: <A> at the bottom, the next structure 47.9 kcal/mol above.



<A>
45
Properties=species:S:1:pos:R:3 method="wB97M-V/def2-TZVPD" gap_ev=7.66 total_charge=0
C -0.867 -2.666 -1.466
O -1.806 -1.933 -2.241
C -1.207 -2.411 0.056
C -0.310 -1.134 0.273
C 1.202 -1.213 0.237
C 1.864 -0.107 -0.103
N 3.273 -0.156 -0.386
C 3.980 1.112 -0.002
H -1.110 -3.668 -1.802
H 0.210 -2.463 -1.704
H -1.406 -1.484 -3.124
H -2.334 -2.271 0.102
H -0.861 -3.337 0.545
H -0.676 -0.345 -0.401
H -0.701 -0.564 1.166
H 1.751 -1.998 0.672
H 1.312 0.756 -0.256
H 3.907 -0.873 0.008
H 4.994 0.976 0.053
H 3.787 1.526 0.936
H 3.548 1.789 -0.739
H -0.362 -0.132 -4.280
H 0.901 -1.146 -3.819
O 0.017 -1.008 -4.072
H 0.436 2.682 -2.460
H -0.575 2.098 -1.436
O -0.164 1.865 -2.309
H -3.278 -1.041 -1.357
H -3.695 -1.037 0.111
O -4.100 -1.103 -0.709
H -1.517 3.670 0.379
H 0.110 3.489 0.148
O -0.830 3.158 -0.032
H -0.155 -0.249 4.240
H -0.092 -0.914 2.945
O -0.248 -1.171 3.890
H -3.272 -1.689 3.757
H -1.875 -1.131 4.084
O -2.842 -0.909 4.192
H 1.906 3.867 -1.405
H 1.866 2.931 -0.259
O 2.444 3.664 -0.583
H -1.698 0.989 2.493
H -0.722 2.241 2.100
O -0.806 1.340 2.557



<B>
45
Properties=species:S:1:pos:R:3 method="wB97M-V/def2-TZVPD" gap_ev=7.82 total_charge=0
C 3.057 -1.925 -0.314
N 2.417 -0.210 1.905
C 2.426 0.262 0.552
C 2.755 -0.428 -0.531
C 2.942 0.113 -1.913
C 1.225 2.207 -0.194
C 2.221 1.711 0.538
H 2.102 -2.510 -0.320
H 3.534 -2.184 0.629
H 3.508 -2.405 -1.193
H 1.461 -0.200 2.300
H 2.657 -1.176 2.072
H 3.385 -0.564 -2.666
H 2.020 0.505 -2.394
H 3.826 0.781 -2.005
H 0.735 3.168 -0.317
H 0.592 1.516 -0.765
H 2.918 2.287 1.138
H -3.487 -1.523 -1.387
H -4.342 -0.944 -0.265
O -4.320 -1.059 -1.213
H 1.243 -2.375 2.765
H -0.028 -1.994 3.532
O 0.285 -2.231 2.646
H -0.765 -1.571 0.939
H 0.022 -0.974 -0.152
O -0.884 -0.954 0.197
H -3.181 0.539 2.126
H -3.160 1.383 3.408
O -2.657 1.187 2.602
H -0.381 1.080 4.065
H -0.249 0.659 2.684
O 0.331 0.936 3.419
H -2.689 0.197 -4.029
H -3.029 -0.799 -2.992
O -2.313 -0.202 -3.237
H -1.493 0.828 -0.065
H -1.945 0.949 -1.523
O -1.560 1.470 -0.797
H 0.895 -1.263 -3.649
H -0.482 -1.119 -3.118
O 0.002 -1.590 -3.814
H -3.540 2.490 -0.163
H -2.663 2.759 0.988
O -3.391 3.172 0.510



<C>
45
Properties=species:S:1:pos:R:3 method="wB97M-V/def2-TZVPD" gap_ev=9.41 total_charge=0
C 2.552 -0.842 -0.901
C 3.961 -1.510 -0.688
C 1.804 -1.039 -2.240
N 0.336 -0.824 -2.066
C -0.288 -0.772 -3.376
C -0.048 0.440 -1.311
C -1.387 0.195 -0.591
O -2.111 1.155 -0.445
H 2.444 0.216 -0.584
H 1.989 -1.462 -0.156
H 4.814 -1.454 -1.344
H 4.332 -1.090 0.314
H 3.844 -2.575 -0.447
H 2.162 -0.201 -2.877
H 1.989 -2.003 -2.659
H 0.107 0.018 -4.038
H -0.084 -1.721 -3.923
H -1.318 -0.452 -3.317
H -0.105 1.175 -2.111
H 0.650 0.644 -0.498
H -1.577 -0.846 -0.251
H -2.055 -0.413 4.576
H -1.553 -1.741 3.784
O -2.107 -1.363 4.468
H 1.451 -2.537 1.522
H 1.055 -1.352 2.555
O 0.860 -2.237 2.215
H -2.195 -3.542 -1.768
H -0.918 -2.650 -2.034
O -1.449 -3.402 -2.350
H -0.692 3.111 -0.231
H -1.413 2.975 1.201
O -1.238 3.520 0.441
H 0.707 0.960 3.064
H 1.782 1.066 1.991
O 1.490 0.499 2.710
H -1.201 1.749 3.252
H -0.623 3.082 3.947
O -0.410 2.276 3.476
H -2.233 2.376 -1.947
H -2.097 3.403 -3.147
O -1.659 2.702 -2.660
H -2.828 1.848 2.197
H -3.836 1.208 3.195
O -2.908 1.412 3.054



Energy ordering: <C> at the bottom, the next structure 4.5 kcal/mol above.